No. 1
ORCA calculation (wB97M-V/def2-TZVPD) on 3 unconnected molecules or ions with the total composition C36H65F6INO14P3S2 at a distorted geometry.

Calculated values
* gap between HOMO and LUMO: 8.976 eV
* LUMO level: 0.272 eV

```
! RIJCOSX wB97M-V def2-TZVPD def2/J DEFGRID3
* xyz 0 1
H 2.10 2.55 0.37
H -7.02 2.87 -4.16
F -1.12 -4.19 -1.95
C 5.66 4.27 2.11
H 7.63 3.91 4.78
H -3.41 -3.35 -2.11
C -8.77 0.76 0.76
C 0.17 -0.02 -0.78
I -8.03 2.27 3.22
C 3.33 -5.48 -2.45
H 7.93 -4.21 -6.71
C -4.77 -4.74 1.25
C 7.46 -4.42 -5.75
H -1.60 -1.88 1.20
H 1.89 5.64 5.23
H 5.73 1.83 5.97
H 4.09 -4.86 -0.55
C -1.71 -1.37 0.25
O -7.25 -1.72 0.52
H -1.71 -5.01 1.21
C -7.02 3.19 -1.97
C 7.38 3.11 5.48
S -6.26 -1.29 -0.43
P 4.18 4.35 4.34
O 3.16 4.25 3.26
H 7.17 -0.89 -1.17
H -0.46 -5.38 0.09
O 5.52 4.71 3.46
O -1.94 -1.66 -2.78
N -2.40 0.74 -2.26
H 5.83 2.24 4.26
H -2.28 -1.90 -3.65
H 3.29 -3.57 -1.44
O 4.81 -1.67 -2.66
C 6.15 -3.67 -5.62
C 5.49 5.44 1.16
C -3.94 -0.02 0.58
H 3.09 -5.06 -3.43
H -6.20 4.37 -3.58
C -4.17 -3.27 1.27
H 4.51 5.91 1.30
H 0.63 2.17 2.31
H 6.24 6.20 1.35
H -5.54 1.52 1.82
F -3.16 -3.31 2.16
H -7.44 2.44 0.66
P 5.34 -2.95 -3.21
H 1.56 1.84 -2.74
O 6.96 -2.67 -3.14
C -7.53 1.52 1.22
C 7.48 -1.34 -3.25
H -9.08 0.07 1.55
H 8.15 -4.14 -4.95
H 3.73 5.75 7.69
O 5.52 -4.05 -4.38
C 2.75 6.03 5.78
H -0.61 -3.74 0.60
H 2.84 4.33 7.13
H 6.73 -0.66 -3.66
O -5.22 -2.49 -0.72
C -0.46 0.58 1.41
O 5.23 -4.03 -2.01
H 6.67 3.86 2.01
H -4.61 1.39 -1.48
C 2.05 1.20 -2.00
H 0.08 -0.64 -1.67
H -2.21 1.19 -1.38
H 4.95 3.47 1.88
F -3.93 -5.70 0.84
C -5.47 0.25 0.14
H 2.64 7.11 5.85
C -0.69 -0.24 0.30
O 3.95 5.79 5.04
H 8.77 -1.51 -1.54
H 8.36 0.16 -1.97
C 5.97 2.63 5.27
P -2.99 -0.69 -2.03
H -1.25 -2.06 -0.48
C 1.34 1.78 0.32
H 8.09 2.29 5.36
H -4.48 -0.02 -3.36
H 7.50 3.53 6.48
C -2.04 -4.50 -0.94
H 5.57 5.11 0.12
H 7.29 -5.49 -5.66
C 7.97 -0.86 -1.90
C -6.21 0.75 1.43
H 2.41 0.26 -2.43
H -6.41 -0.05 2.14
H -2.62 -0.86 2.60
H 2.93 1.75 -1.66
H -3.31 1.81 -0.12
H -2.28 -5.54 -1.18
C 3.94 -4.44 -1.54
C -3.34 -3.68 -1.08
H -6.42 1.34 -2.83
H 5.48 -3.94 -6.43
F -5.18 -2.69 1.98
H -7.64 1.18 -1.60
H -4.13 -4.43 -1.13
H -7.93 4.30 -3.59
C -7.04 3.69 -3.44
C -5.52 1.43 -0.87
C -1.21 -4.62 0.33
O -4.35 -0.83 -2.85
F -5.90 -4.83 0.57
H -5.38 2.32 -0.26
C 0.51 1.56 1.42
C 1.16 0.96 -0.79
H -8.65 0.16 -0.14
C -3.19 -1.17 -0.21
O 5.06 3.73 5.54
O -6.94 -1.10 -1.68
H 6.31 -2.59 -5.67
C -6.70 1.67 -1.82
H -8.04 3.34 -1.59
F -5.06 -5.04 2.52
H 8.31 -1.38 -3.96
O -3.27 1.21 0.63
H -9.60 1.47 0.67
C 2.82 5.43 7.17
H 2.40 -5.88 -2.02
H 1.95 5.72 7.76
H -6.37 3.82 -1.35
S -3.82 -0.29 2.45
H -1.05 0.46 2.31
H 4.02 -6.31 -2.62
C -3.90 -2.60 -0.11
*
```


No. 2
ORCA calculation (wB97M-V/def2-TZVPD) on 4 unconnected molecules or ions with the total composition C36H65N4O7S at a distorted geometry.

Calculated values
* gap between HOMO and LUMO (spin up / spin down): 6.496 / 7.127 eV
* LUMO level (spin up / spin down): -1.399 / -1.399 eV

```
! RIJCOSX wB97M-V def2-TZVPD def2/J DEFGRID3
* xyz 0 4
H -2.87 6.19 8.42
H 3.09 4.39 -0.78
H 1.30 -4.08 2.64
O 4.74 -2.30 -0.12
C -4.24 2.53 7.17
O 2.29 1.25 1.58
H 2.76 5.07 2.43
C 1.89 -2.05 -1.16
H 0.02 -2.33 -10.07
H 5.42 -3.78 -2.38
H 6.67 -2.57 -1.96
H -3.06 -5.68 -5.07
H -4.22 -4.69 -9.67
C 0.17 3.26 0.69
H 4.23 1.70 0.15
H 0.43 1.49 3.65
H 4.36 4.38 2.53
H 0.86 5.08 2.55
H -0.07 0.91 2.06
H 0.26 -4.53 -10.38
C -3.02 3.25 6.57
O -1.48 -2.80 -6.76
H -2.91 1.93 4.86
C 5.70 -2.73 -2.45
C 0.14 2.70 8.72
C -2.46 -4.84 -5.40
N -1.72 2.72 7.11
H -2.31 -7.17 -7.04
C -3.12 4.75 6.85
H 1.09 -2.45 -4.99
C -1.33 3.06 8.52
H -3.17 2.10 9.30
H -0.42 4.20 3.33
C 0.48 -2.25 -1.64
C 1.25 -2.39 -3.92
H -0.80 -1.57 -8.71
H -2.14 -3.64 -10.61
H 0.74 -5.08 -8.78
O 4.82 -0.39 -1.69
H -4.11 5.09 6.54
H -2.86 -5.78 -9.56
C -0.22 -2.44 -9.01
C -3.46 -4.91 -7.67
H -4.08 1.45 7.19
C 3.55 4.61 1.84
O -0.41 -2.37 -0.83
H 0.60 4.38 -1.10
O -0.75 2.91 6.29
O 3.52 -2.44 -4.31
H -2.83 -2.73 -9.27
C -1.50 4.57 8.74
H -1.31 4.79 9.79
C 0.76 2.92 2.06
H -0.92 -6.55 -7.90
H -0.72 5.09 8.18
H -3.02 -3.93 -5.19
H -1.55 -4.81 -4.80
C -2.13 2.25 9.55
H 0.38 2.83 9.78
C 0.62 4.13 3.01
N 2.19 2.49 1.90
H 0.38 -4.22 1.15
H -1.04 2.12 2.89
H 2.95 -3.03 1.66
H 0.32 1.65 8.46
C -2.86 5.11 8.31
H -4.02 3.29 4.69
H 0.34 -2.71 2.08
C -3.05 2.99 5.07
H -4.00 -4.02 -7.35
C -2.33 -3.67 -9.53
C 2.03 -1.81 0.33
C -0.02 1.78 2.70
H 1.22 3.99 3.91
H -2.40 5.28 6.22
H -0.83 3.67 0.84
H 5.70 -2.38 -3.46
N 2.17 -3.08 1.02
C -3.26 -4.83 -9.18
H 0.05 2.34 0.12
H 2.41 2.78 -0.86
H -1.69 1.26 9.67
H 1.16 -1.25 0.67
C 0.98 -3.54 1.75
C -1.52 -6.41 -7.02
C 0.22 -2.33 -3.08
H 0.71 -2.44 -8.44
H -2.10 2.75 10.52
C 4.40 2.56 0.81
C 3.12 3.34 1.08
N -1.21 -3.93 -7.33
H -4.08 -5.77 -7.41
H 0.80 3.32 8.13
C -0.99 -3.74 -8.81
C -0.12 -4.86 -9.41
C 2.65 -2.33 -3.48
H -2.29 3.55 4.55
H -3.65 4.72 8.96
C 2.45 3.68 -0.25
H 1.06 5.22 0.37
C 2.92 -2.10 -2.03
H -0.66 -5.78 -9.60
H 3.91 5.36 1.14
H -5.11 2.72 6.55
C 1.04 4.24 -0.11
H 2.90 -1.19 0.51
H 5.11 3.23 0.32
C -2.15 -5.01 -6.88
H -0.81 -2.35 -3.39
S 4.59 -1.79 -1.45
H 4.84 2.20 1.73
H -0.88 -6.62 -6.16
H -4.50 2.86 8.18
*
```


Q: What is the formula in the second record?
A: C36H65N4O7S


Repeat the second record exactly.
ORCA calculation (wB97M-V/def2-TZVPD) on 4 unconnected molecules or ions with the total composition C36H65N4O7S at a distorted geometry.

Calculated values
* gap between HOMO and LUMO (spin up / spin down): 6.496 / 7.127 eV
* LUMO level (spin up / spin down): -1.399 / -1.399 eV

```
! RIJCOSX wB97M-V def2-TZVPD def2/J DEFGRID3
* xyz 0 4
H -2.87 6.19 8.42
H 3.09 4.39 -0.78
H 1.30 -4.08 2.64
O 4.74 -2.30 -0.12
C -4.24 2.53 7.17
O 2.29 1.25 1.58
H 2.76 5.07 2.43
C 1.89 -2.05 -1.16
H 0.02 -2.33 -10.07
H 5.42 -3.78 -2.38
H 6.67 -2.57 -1.96
H -3.06 -5.68 -5.07
H -4.22 -4.69 -9.67
C 0.17 3.26 0.69
H 4.23 1.70 0.15
H 0.43 1.49 3.65
H 4.36 4.38 2.53
H 0.86 5.08 2.55
H -0.07 0.91 2.06
H 0.26 -4.53 -10.38
C -3.02 3.25 6.57
O -1.48 -2.80 -6.76
H -2.91 1.93 4.86
C 5.70 -2.73 -2.45
C 0.14 2.70 8.72
C -2.46 -4.84 -5.40
N -1.72 2.72 7.11
H -2.31 -7.17 -7.04
C -3.12 4.75 6.85
H 1.09 -2.45 -4.99
C -1.33 3.06 8.52
H -3.17 2.10 9.30
H -0.42 4.20 3.33
C 0.48 -2.25 -1.64
C 1.25 -2.39 -3.92
H -0.80 -1.57 -8.71
H -2.14 -3.64 -10.61
H 0.74 -5.08 -8.78
O 4.82 -0.39 -1.69
H -4.11 5.09 6.54
H -2.86 -5.78 -9.56
C -0.22 -2.44 -9.01
C -3.46 -4.91 -7.67
H -4.08 1.45 7.19
C 3.55 4.61 1.84
O -0.41 -2.37 -0.83
H 0.60 4.38 -1.10
O -0.75 2.91 6.29
O 3.52 -2.44 -4.31
H -2.83 -2.73 -9.27
C -1.50 4.57 8.74
H -1.31 4.79 9.79
C 0.76 2.92 2.06
H -0.92 -6.55 -7.90
H -0.72 5.09 8.18
H -3.02 -3.93 -5.19
H -1.55 -4.81 -4.80
C -2.13 2.25 9.55
H 0.38 2.83 9.78
C 0.62 4.13 3.01
N 2.19 2.49 1.90
H 0.38 -4.22 1.15
H -1.04 2.12 2.89
H 2.95 -3.03 1.66
H 0.32 1.65 8.46
C -2.86 5.11 8.31
H -4.02 3.29 4.69
H 0.34 -2.71 2.08
C -3.05 2.99 5.07
H -4.00 -4.02 -7.35
C -2.33 -3.67 -9.53
C 2.03 -1.81 0.33
C -0.02 1.78 2.70
H 1.22 3.99 3.91
H -2.40 5.28 6.22
H -0.83 3.67 0.84
H 5.70 -2.38 -3.46
N 2.17 -3.08 1.02
C -3.26 -4.83 -9.18
H 0.05 2.34 0.12
H 2.41 2.78 -0.86
H -1.69 1.26 9.67
H 1.16 -1.25 0.67
C 0.98 -3.54 1.75
C -1.52 -6.41 -7.02
C 0.22 -2.33 -3.08
H 0.71 -2.44 -8.44
H -2.10 2.75 10.52
C 4.40 2.56 0.81
C 3.12 3.34 1.08
N -1.21 -3.93 -7.33
H -4.08 -5.77 -7.41
H 0.80 3.32 8.13
C -0.99 -3.74 -8.81
C -0.12 -4.86 -9.41
C 2.65 -2.33 -3.48
H -2.29 3.55 4.55
H -3.65 4.72 8.96
C 2.45 3.68 -0.25
H 1.06 5.22 0.37
C 2.92 -2.10 -2.03
H -0.66 -5.78 -9.60
H 3.91 5.36 1.14
H -5.11 2.72 6.55
C 1.04 4.24 -0.11
H 2.90 -1.19 0.51
H 5.11 3.23 0.32
C -2.15 -5.01 -6.88
H -0.81 -2.35 -3.39
S 4.59 -1.79 -1.45
H 4.84 2.20 1.73
H -0.88 -6.62 -6.16
H -4.50 2.86 8.18
*
```